Record 1
Entry from the OMol25 dataset: a cluster of 2 separate species, C23H40N2O3 in total (ωB97M-V/def2-TZVPD).

CARTESIAN COORDINATES (ANGSTROEM)
C1 5.179 5.963 1.092
N1 4.751 4.567 1.169
C2 3.780 4.022 0.422
O1 3.149 4.675 -0.399
C3 3.464 2.538 0.706
C4 2.359 1.869 -0.144
C5 0.937 2.388 -0.016
C6 0.395 3.194 -1.035
C7 -0.924 3.675 -0.934
C8 -1.705 3.356 0.193
O2 -2.975 3.830 0.288
C9 -1.170 2.539 1.213
C10 0.142 2.040 1.095
N2 3.310 2.213 2.135
C11 2.629 2.834 3.102
C12 1.957 4.180 2.892
O3 2.557 2.305 4.199
H1 4.316 6.609 0.908
H2 5.888 6.085 0.271
H3 5.654 6.263 2.027
H4 5.199 3.974 1.850
H5 4.378 2.029 0.401
H6 2.657 1.944 -1.191
H7 2.347 0.804 0.094
H8 1.001 3.465 -1.890
H9 -1.340 4.305 -1.706
H10 -3.397 3.565 1.105
H11 -1.769 2.282 2.073
H12 0.540 1.394 1.865
H13 3.695 1.329 2.431
H14 1.178 4.302 3.643
H15 2.691 4.973 3.009
H16 1.501 4.245 1.907
C13 -3.169 0.114 -0.257
C14 -1.989 -0.227 -1.184
C15 -1.295 -1.584 -0.911
C16 -0.744 -1.635 0.523
C17 -2.266 -2.748 -1.218
C18 -1.814 -4.181 -0.833
C19 -2.927 -5.178 -1.249
C20 -4.201 -5.040 -0.409
C21 -0.426 -4.581 -1.415
C22 0.088 -5.885 -0.781
C23 -0.414 -4.720 -2.944
H17 -3.995 -0.591 -0.380
H18 -2.859 0.116 0.792
H19 -3.547 1.110 -0.500
H20 -1.241 0.566 -1.095
H21 -2.346 -0.214 -2.219
H22 -0.445 -1.656 -1.597
H23 -1.558 -1.719 1.250
H24 -0.078 -2.491 0.658
H25 -0.170 -0.730 0.740
H26 -3.192 -2.555 -0.679
H27 -2.501 -2.724 -2.287
H28 -1.726 -4.220 0.258
H29 -3.179 -5.042 -2.305
H30 -2.575 -6.204 -1.127
H31 -4.722 -4.105 -0.625
H32 -3.963 -5.074 0.659
H33 -4.884 -5.864 -0.636
H34 0.294 -3.801 -1.153
H35 -0.472 -6.754 -1.133
H36 0.012 -5.837 0.310
H37 1.140 -6.036 -1.042
H38 -0.753 -3.796 -3.420
H39 -1.059 -5.541 -3.273
H40 0.603 -4.926 -3.294

Computed properties:
- ΔE to the lowest compared entry with this formula, charge and spin (eV) = 0.742
- M (g/mol) = 392.58
- energy (Ha) = -1235.66879
- SMILES = CNC(=O)[C@H](Cc1ccc(O)cc1)NC(C)=O.CC[C@@H](C)C[C@@H](CC)C(C)C
- frontier orbital gap (eV) = 8.876

=====

Record 2
Entry from the OMol25 dataset: a structure of composition C23H41AlF5OP2Te (ωB97M-V/def2-TZVPD).

CARTESIAN COORDINATES (ANGSTROEM)
Al1 1.583 0.314 0.780
C1 2.948 3.342 -0.262
C2 1.665 3.725 0.221
C3 2.761 2.604 1.915
C4 3.628 2.649 0.777
C5 1.556 3.295 1.569
C6 3.505 3.648 -1.600
H1 2.731 3.609 -2.378
H2 4.295 2.935 -1.862
H3 3.951 4.654 -1.634
C7 5.019 2.163 0.720
H4 5.306 1.924 -0.309
H5 5.160 1.268 1.334
H6 5.711 2.935 1.090
C8 3.131 2.211 3.283
H7 3.535 3.088 3.818
H8 3.883 1.420 3.299
H9 2.253 1.853 3.840
C9 0.445 3.583 2.501
H10 0.560 4.589 2.935
H11 0.436 2.867 3.333
H12 -0.535 3.548 2.005
C10 0.635 4.484 -0.519
H13 0.633 5.553 -0.245
H14 -0.373 4.096 -0.306
H15 0.801 4.426 -1.604
C11 1.708 -1.035 -0.857
C12 1.602 0.260 -1.397
C13 0.346 0.842 -2.006
C14 -0.959 0.605 -1.195
C15 -0.821 0.699 0.275
C16 -0.361 -0.337 1.090
C17 -0.284 -1.790 0.594
C18 0.546 -1.992 -0.701
H16 0.200 0.436 -3.024
H17 -1.415 -0.360 -1.492
H18 0.487 1.936 -2.117
H19 -0.102 -1.977 -1.590
H20 2.683 -1.519 -0.896
H21 2.510 0.709 -1.792
H22 0.991 -3.007 -0.635
H23 0.214 -2.377 1.383
H24 -0.565 -0.271 2.167
H25 -1.289 -2.234 0.466
H26 -1.691 1.366 -1.537
H27 -1.256 1.585 0.737
P1 -2.969 -2.263 -2.015
C19 -2.257 -3.750 -2.850
C20 -4.150 -1.852 -3.383
P2 -4.712 -2.145 0.411
C21 -4.179 -3.240 -0.990
C22 -6.407 -1.736 -0.225
C23 -5.328 -3.520 1.484
H28 -1.686 -4.338 -2.121
H29 -1.585 -3.417 -3.650
H30 -3.070 -4.359 -3.267
H31 -4.628 -2.768 -3.756
H32 -3.570 -1.392 -4.193
H33 -4.913 -1.138 -3.051
H34 -6.075 -4.118 0.947
H35 -5.775 -3.068 2.377
H36 -4.484 -4.151 1.784
H37 -3.677 -4.136 -0.587
H38 -5.051 -3.544 -1.601
H39 -6.938 -1.238 0.594
H40 -6.946 -2.651 -0.504
H41 -6.360 -1.049 -1.077
F1 3.178 -2.147 3.946
Te1 3.865 -1.786 2.226
F2 4.478 -1.354 0.466
F3 5.068 -0.448 2.884
F4 5.173 -3.163 2.487
F5 2.721 -3.073 1.448
O1 2.513 -0.480 2.044

Computed properties:
- ΔE to the lowest compared entry with this formula, charge and spin (eV) = 0.000
- M (g/mol) = 645.10
- total charge = +1
- energy (Ha) = -2668.43027
- frontier orbital gap (alpha / beta) (eV) = 6.019 / 4.814

=====

Record 3
Entry from the OMol25 dataset: a structure of composition C23H41AuClO4P2 (ωB97M-V/def2-TZVPD).

CARTESIAN COORDINATES (ANGSTROEM)
Au1 2.279 -2.930 -2.010
C1 -1.444 -1.155 2.900
C2 -1.032 -2.141 1.952
C3 0.859 -1.257 2.927
C4 -0.270 -0.630 3.516
C5 0.391 -2.213 1.986
C6 -2.829 -0.814 3.267
H1 -3.533 -1.100 2.475
H2 -2.931 0.267 3.448
H3 -3.148 -1.326 4.192
C7 -0.233 0.342 4.623
H4 -1.227 0.477 5.055
H5 0.144 1.324 4.287
H6 0.454 0.002 5.412
C8 2.260 -0.984 3.291
H7 2.403 -1.083 4.376
H8 2.540 0.050 3.020
H9 2.942 -1.667 2.778
C9 1.226 -3.188 1.246
H10 1.026 -4.225 1.561
H11 2.287 -2.983 1.423
H12 1.068 -3.145 0.155
C10 -1.943 -2.994 1.169
H13 -2.477 -3.704 1.822
H14 -1.386 -3.576 0.423
H15 -2.706 -2.404 0.641
C11 -2.053 3.106 1.593
C12 -2.961 2.172 1.280
C13 -2.838 1.120 0.229
C14 -2.255 1.523 -1.164
C15 -0.882 0.896 -1.289
C16 0.207 1.394 -0.533
C17 0.072 1.944 0.803
C18 -0.724 3.278 0.942
H16 -3.847 0.699 0.048
H17 -2.239 2.610 -1.297
H18 -2.237 0.282 0.629
H19 -0.781 3.779 -0.048
H20 -2.255 3.832 2.381
H21 -3.897 2.127 1.847
H22 -0.107 3.910 1.602
H23 -0.365 1.185 1.474
H24 1.231 1.246 -0.869
H25 1.115 2.108 1.158
H26 -2.907 1.099 -1.944
H27 -1.013 -0.200 -1.115
P1 0.011 0.296 -3.020
C19 -0.218 1.946 -3.772
C20 -1.266 -0.668 -3.851
P2 2.253 -1.800 -3.829
C21 1.751 -0.078 -3.415
C22 1.182 -2.553 -5.088
C23 3.899 -1.566 -4.541
H28 0.493 2.657 -3.342
H29 -1.231 2.320 -3.609
H30 -0.034 1.862 -4.849
H31 -1.171 -0.516 -4.930
H32 -2.263 -0.323 -3.547
H33 -1.181 -1.729 -3.603
H34 3.832 -1.381 -5.619
H35 4.501 -2.460 -4.346
H36 4.363 -0.704 -4.048
H37 2.347 0.217 -2.532
H38 2.051 0.559 -4.265
H39 1.589 -3.553 -5.290
H40 1.144 -1.981 -6.025
H41 0.164 -2.684 -4.714
O1 3.280 2.755 4.421
Cl1 2.376 3.045 3.334
O2 0.981 3.097 3.817
O3 2.710 4.279 2.654
O4 2.458 1.915 2.343

Computed properties:
- ΔE to the lowest compared entry with this formula, charge and spin (eV) = 3.531
- M (g/mol) = 675.95
- total charge = +1
- energy (Ha) = -2479.77100
- frontier orbital gap (alpha / beta) (eV) = 4.239 / 4.138
- multiplicity = 3
- <S²> = 2.03

=====

Record 4
Entry from the OMol25 dataset: a cluster of 2 separate species, C23H41Br4N2O7 in total (ωB97M-V/def2-TZVPD).

CARTESIAN COORDINATES (ANGSTROEM)
C1 4.710 1.177 2.733
O1 4.694 0.046 1.889
C2 5.894 -0.195 1.168
C3 5.695 -0.133 -0.343
C4 4.834 1.043 -0.819
C5 3.312 0.885 -0.676
C6 2.785 -0.524 -0.971
C7 1.349 -0.524 -1.506
C8 0.336 0.241 -0.635
C9 -0.790 -0.654 -0.036
C10 -2.153 -0.236 -0.595
C11 -3.288 -1.276 -0.504
C12 -2.956 -2.404 -1.611
O2 -3.882 -3.211 -1.823
O3 -1.859 -2.350 -2.168
C13 -3.293 -2.038 0.840
Br1 -3.107 -0.845 2.402
C14 -4.479 -3.046 0.928
C15 -3.990 -4.483 0.794
Br2 -5.541 -3.022 2.604
N1 -4.609 -0.771 -0.885
C16 -5.400 -0.024 0.066
C17 -4.981 1.430 0.387
C18 -6.204 2.332 0.542
C19 -5.874 3.820 0.582
O4 -4.554 4.073 1.094
C20 -3.934 5.126 0.582
O5 -2.857 5.481 0.949
C21 -4.699 -0.375 -2.267
O6 -5.515 0.813 -2.443
N2 -4.777 1.814 -3.082
O7 -5.073 2.878 -2.692
H1 3.690 1.557 2.789
H2 5.335 1.979 2.334
H3 5.041 0.896 3.737
H4 6.683 0.494 1.488
H5 6.238 -1.196 1.435
H6 5.360 -1.091 -0.737
H7 6.695 0.016 -0.761
H8 5.110 1.282 -1.848
H9 5.137 1.911 -0.224
H10 2.813 1.592 -1.341
H11 3.053 1.132 0.350
H12 2.873 -1.151 -0.081
H13 3.411 -0.955 -1.759
H14 1.409 -0.010 -2.471
H15 1.007 -1.531 -1.734
H16 -0.122 1.036 -1.225
H17 0.836 0.755 0.186
H18 -0.559 -1.679 -0.309
H19 -0.731 -0.540 1.043
H20 -1.979 -0.019 -1.646
H21 -2.432 0.708 -0.117
H22 -2.392 -2.642 0.865
H23 -5.196 -2.839 0.147
H24 -3.589 -4.856 1.737
H25 -3.207 -4.552 0.045
H26 -4.810 -5.122 0.476
H27 -5.509 -0.561 1.007
H28 -6.419 0.032 -0.326
H29 -4.350 1.813 -0.413
H30 -4.370 1.483 1.286
H31 -6.826 2.172 -0.341
H32 -6.773 2.006 1.414
H33 -5.993 4.225 -0.422
H34 -6.590 4.334 1.227
H35 -4.466 5.670 -0.210
H36 -3.727 -0.184 -2.726
H37 -5.156 -1.173 -2.857
Br3 10.078 0.645 -0.496
C22 10.265 -0.579 1.004
C23 10.143 -2.016 0.573
Br4 8.295 -2.490 0.210
H38 9.508 -0.299 1.730
H39 11.254 -0.387 1.415
H40 10.465 -2.678 1.374
H41 10.708 -2.234 -0.327

Computed properties:
- M (g/mol) = 777.20
- total charge = -1
- energy (Ha) = -11833.16898
- frontier orbital gap (eV) = 6.708

=====

Record 5
Entry from the OMol25 dataset: a cluster of 7 separate species, C23H41Br6NO3 in total (ωB97M-V/def2-TZVPD).

CARTESIAN COORDINATES (ANGSTROEM)
C1 7.543 2.552 2.713
C2 8.423 1.737 3.428
C3 7.907 1.007 4.491
N1 6.555 1.118 4.888
C4 5.735 1.907 4.190
C5 6.225 2.697 3.159
H1 7.763 3.136 1.831
H2 9.470 1.565 3.226
H3 8.529 0.343 5.073
H4 4.708 1.914 4.524
H5 5.588 3.397 2.640
C6 -5.748 5.861 -3.691
C7 -4.644 5.199 -2.942
C8 -3.350 5.726 -3.597
O1 -3.748 7.054 -4.058
C9 -5.111 7.085 -4.364
H6 -6.573 6.004 -2.994
H7 -6.160 5.196 -4.451
H8 -4.660 4.113 -3.031
H9 -4.593 5.372 -1.867
H10 -3.123 5.180 -4.513
H11 -2.488 5.704 -2.931
H12 -5.273 7.197 -5.436
H13 -5.593 7.963 -3.934
C10 6.166 -4.747 -0.011
C11 6.300 -3.779 1.175
C12 5.472 -4.208 2.293
O2 5.059 -5.576 1.855
C13 4.999 -5.699 0.467
H14 7.079 -5.271 -0.294
H15 5.854 -4.261 -0.936
H16 6.085 -2.755 0.870
H17 7.335 -3.800 1.515
H18 4.529 -3.664 2.351
H19 6.018 -4.226 3.236
H20 4.012 -5.516 0.042
H21 5.219 -6.722 0.163
C14 -8.595 0.249 -0.221
C15 -8.793 -1.198 0.125
C16 -8.864 -1.133 1.631
O3 -7.813 -0.290 1.868
C17 -7.553 0.627 0.781
H22 -9.515 0.767 0.052
H23 -8.261 0.433 -1.242
H24 -7.900 -1.768 -0.133
H25 -9.757 -1.516 -0.272
H26 -8.758 -2.038 2.230
H27 -9.689 -0.560 2.054
H28 -6.557 0.566 0.342
H29 -7.827 1.636 1.088
Br1 2.096 0.777 -1.088
C18 1.174 -0.642 -0.133
C19 -0.236 -0.852 -0.728
Br2 -1.152 -2.472 0.098
H30 1.062 -0.263 0.882
H31 1.779 -1.549 -0.121
H32 -0.236 -1.100 -1.789
H33 -0.886 0.021 -0.675
Br3 -4.415 -2.823 7.699
C20 -4.286 -2.677 5.657
C21 -3.584 -1.392 5.225
Br4 -1.706 -1.536 5.622
H34 -5.323 -2.786 5.341
H35 -3.857 -3.491 5.072
H36 -4.005 -0.543 5.765
H37 -3.727 -1.121 4.179
Br5 7.783 -0.789 -7.509
C22 5.961 -0.783 -6.652
C23 5.411 -2.181 -6.958
Br6 3.747 -2.548 -5.844
H38 5.341 -0.058 -7.179
H39 6.003 -0.660 -5.569
H40 6.203 -2.860 -6.643
H41 5.228 -2.251 -8.031

Computed properties:
- ΔE to the lowest compared entry with this formula, charge and spin (eV) = 3.173
- M (g/mol) = 859.01
- energy (Ha) = -16625.37089
- SMILES = c1ccncc1.C1CCOC1.C1CCOC1.C1CCOC1.BrCCBr.BrCCBr.BrCCBr
- frontier orbital gap (eV) = 9.639

=====

Record 6
Entry from the OMol25 dataset: a cluster of 2 separate species, C23H41F3N2O5 in total (ωB97M-V/def2-TZVPD).

CARTESIAN COORDINATES (ANGSTROEM)
C1 -5.487 -1.827 -4.067
C2 -4.176 -1.894 -4.793
O1 -3.910 -2.807 -5.553
O2 -3.293 -0.852 -4.577
C3 -2.243 -1.178 -3.678
C4 -2.246 -0.304 -2.394
C5 -2.322 -1.154 -1.155
O3 -1.334 -2.177 -1.233
C6 -1.062 -2.801 -0.059
F1 -2.131 -2.876 0.755
F2 -0.630 -4.035 -0.316
F3 -0.110 -2.121 0.607
C7 -0.993 0.578 -2.388
C8 -1.076 1.873 -1.568
C9 0.198 1.941 -0.694
C10 -1.062 3.137 -2.464
N1 -2.253 1.921 -0.645
O4 -2.246 2.790 0.183
C11 -3.596 1.576 -1.220
C12 -4.346 2.834 -1.660
C13 -4.446 0.964 -0.076
C14 -3.497 0.604 -2.407
H1 -6.052 -0.946 -4.344
H2 -6.071 -2.692 -4.327
H3 -5.340 -1.846 -2.994
H4 -2.271 -2.232 -3.430
H5 -1.304 -1.027 -4.191
H6 -3.310 -1.591 -1.073
H7 -2.127 -0.561 -0.263
H8 -0.703 0.862 -3.388
H9 -0.170 -0.014 -2.008
H10 0.273 2.909 -0.218
H11 0.169 1.172 0.067
H12 1.056 1.830 -1.334
H13 -1.506 2.918 -3.425
H14 -1.532 3.975 -1.973
H15 -0.022 3.368 -2.626
H16 -4.573 3.456 -0.808
H17 -3.851 3.364 -2.460
H18 -5.279 2.465 -2.060
H19 -5.362 0.557 -0.467
H20 -3.892 0.263 0.531
H21 -4.717 1.777 0.586
H22 -4.353 -0.048 -2.407
H23 -3.504 1.188 -3.312
C15 5.600 -1.435 4.035
C16 4.637 -0.216 4.081
C17 3.242 -0.646 4.544
C18 2.454 -1.418 3.489
C19 2.396 -0.625 2.186
C20 3.778 -0.219 1.679
N2 4.575 0.452 2.746
O5 4.172 1.670 2.879
C21 4.499 -1.469 1.140
C22 3.631 0.706 0.476
C23 5.212 0.730 5.130
H24 5.098 -2.370 4.286
H25 6.073 -1.558 3.064
H26 6.424 -1.311 4.735
H27 2.666 0.243 4.821
H28 3.337 -1.245 5.450
H29 2.897 -2.404 3.321
H30 1.441 -1.600 3.852
H31 1.891 -1.210 1.418
H32 1.789 0.274 2.346
H33 5.530 -1.238 0.870
H34 3.998 -1.828 0.240
H35 4.506 -2.302 1.839
H36 3.028 1.585 0.703
H37 3.141 0.170 -0.337
H38 4.605 1.044 0.119
H39 6.186 1.110 4.821
H40 5.335 0.189 6.067
H41 4.560 1.581 5.324

Computed properties:
- M (g/mol) = 482.58
- total charge = +1
- energy (Ha) = -1685.89155
- frontier orbital gap (alpha / beta) (eV) = 3.378 / 4.305
- multiplicity = 2
- <S²> = 0.75